105
Properties=species:S:1:pos:R:3:forces:R:3 method="wB97M-V/def2-TZVPD" orbital_gap_ev="6.84 / 7.22" multiplicity=3 s2=2.0133 e_above_lowest_kcal_mol=10.4 total_energy_ev=-115874.1580
W 0.766 1.200 1.353 -0.061 1.288 0.096
O 3.191 2.727 4.494 -0.009 0.002 0.009
C 2.359 2.208 3.788 0.083 0.035 0.005
N 2.369 2.100 2.412 -0.003 -0.342 -0.210
C 3.483 2.488 1.700 0.007 0.024 0.056
O 4.474 3.041 2.114 -0.004 0.002 -0.012
C 3.425 2.102 0.236 0.016 -0.018 -0.159
C 4.485 2.435 -0.584 -0.055 -0.013 0.047
C 4.446 2.054 -1.914 0.060 0.038 -0.023
C 3.370 1.315 -2.369 -0.018 -0.011 0.015
C 2.353 1.001 -1.486 -0.021 0.047 -0.002
N 2.361 1.420 -0.223 -0.055 -0.108 0.434
C 1.151 1.558 4.397 -0.105 -0.088 0.110
C 0.958 1.571 5.761 -0.004 0.005 -0.030
C -0.168 0.941 6.272 0.002 -0.008 0.061
C -1.059 0.336 5.406 -0.011 -0.027 -0.050
C -0.810 0.381 4.045 0.033 0.002 0.064
N 0.284 0.968 3.562 0.247 0.041 -0.579
H 5.306 2.989 -0.152 0.001 -0.003 0.005
H 5.255 2.319 -2.582 -0.009 -0.006 -0.008
H 3.308 0.972 -3.391 -0.005 -0.009 -0.017
H 1.504 0.408 -1.791 -0.010 -0.009 -0.004
H 1.687 2.070 6.384 0.016 0.000 -0.017
H -0.346 0.928 7.339 -0.008 0.003 -0.001
H -1.949 -0.164 5.760 -0.003 0.005 0.003
H -1.486 -0.049 3.327 -0.036 -0.019 -0.006
O -2.630 2.380 3.053 0.001 0.015 -0.019
C -1.953 2.590 2.074 0.079 -0.101 -0.007
O -1.184 1.651 1.524 0.320 -0.321 0.269
C -2.001 3.852 1.299 -0.031 -0.026 0.020
C -3.194 4.571 1.287 -0.005 -0.020 0.022
C -3.323 5.709 0.514 -0.017 -0.001 0.010
C -2.238 6.135 -0.245 0.010 -0.005 -0.006
C -1.047 5.435 -0.224 0.017 0.010 -0.041
C -0.907 4.280 0.552 0.067 0.067 -0.096
S 0.700 3.571 0.631 -0.076 -0.042 -0.035
H -4.009 4.207 1.899 -0.010 0.009 -0.008
H -4.253 6.261 0.502 -0.001 -0.001 -0.002
H -2.319 7.024 -0.859 -0.010 0.002 0.003
H -0.203 5.782 -0.807 0.012 -0.017 0.008
C -0.965 -0.877 -2.326 -0.153 0.070 -0.079
P -1.150 0.378 -0.964 0.365 -0.242 0.128
C -1.557 1.775 -2.077 -0.084 -0.011 -0.076
C -2.807 1.894 -2.689 0.077 0.019 -0.019
C -3.037 2.878 -3.638 -0.012 -0.011 0.000
C -2.017 3.744 -4.007 -0.027 0.016 -0.020
C -0.768 3.623 -3.422 0.045 -0.005 0.049
C -0.541 2.646 -2.461 -0.079 0.063 0.036
C -2.735 -0.054 -0.170 -0.066 0.045 0.080
C -3.646 0.951 0.169 -0.046 -0.144 -0.077
C -4.789 0.653 0.891 0.035 0.039 -0.022
C -5.036 -0.649 1.302 -0.031 -0.011 0.017
C -4.132 -1.650 0.988 0.036 -0.018 -0.005
C -2.985 -1.358 0.260 0.114 0.035 -0.046
P -0.496 -2.620 -1.891 -0.024 0.051 -0.001
C -0.836 -3.433 -3.501 0.006 -0.023 -0.037
C -2.092 -3.283 -4.092 -0.017 0.037 -0.006
C -2.430 -3.984 -5.239 0.000 -0.007 -0.013
C -1.526 -4.869 -5.809 -0.019 0.006 0.006
C -0.286 -5.050 -5.215 0.016 0.001 0.012
C 0.054 -4.343 -4.070 -0.002 0.018 -0.019
C 1.331 -2.472 -1.912 0.057 0.010 0.047
C 2.069 -2.020 -3.008 -0.040 -0.050 -0.004
C 3.449 -1.929 -2.939 0.012 -0.017 -0.017
C 4.112 -2.258 -1.761 0.015 0.014 -0.005
C 3.392 -2.701 -0.664 -0.003 -0.017 -0.053
C 2.009 -2.822 -0.748 -0.001 -0.094 -0.079
H -0.257 -0.438 -3.036 0.053 -0.050 -0.017
H -1.923 -0.909 -2.851 0.000 0.006 0.068
H -3.608 1.218 -2.423 -0.022 -0.034 0.008
H -4.015 2.964 -4.094 0.000 0.001 0.001
H -2.199 4.513 -4.748 -0.001 -0.003 -0.001
H 0.033 4.296 -3.699 -0.005 0.003 0.001
H 0.425 2.592 -1.983 0.048 0.009 0.030
H -3.458 1.975 -0.125 -0.009 0.007 0.000
H -5.477 1.447 1.150 0.001 -0.001 0.003
H -5.922 -0.879 1.879 -0.005 0.003 -0.002
H -4.298 -2.665 1.327 0.010 0.001 -0.010
H -2.275 -2.154 0.068 -0.070 0.057 -0.049
H -2.830 -2.620 -3.652 0.028 -0.031 -0.012
H -3.408 -3.843 -5.683 -0.001 -0.008 -0.004
H -1.790 -5.419 -6.702 0.002 0.003 -0.004
H 0.424 -5.747 -5.642 -0.002 -0.002 0.000
H 1.025 -4.506 -3.621 0.016 0.015 0.018
H 1.556 -1.761 -3.929 0.009 -0.007 -0.017
H 4.013 -1.600 -3.803 0.000 -0.002 0.003
H 5.190 -2.173 -1.705 0.001 -0.003 -0.002
H 3.902 -2.966 0.254 -0.001 -0.006 -0.042
H 1.440 -3.208 0.091 0.045 -0.027 -0.158
O -1.253 -2.478 3.388 -0.003 -0.061 0.061
S -0.367 -2.808 2.308 0.000 0.114 0.156
O -0.877 -3.626 1.249 0.046 -0.133 -0.011
N 0.339 -1.444 1.722 -0.163 0.140 -0.054
C 1.641 -1.425 1.941 -0.533 -0.233 0.291
O 2.314 -0.402 1.654 -0.297 -0.001 0.027
C 2.171 -2.636 2.625 0.303 0.125 -0.048
C 3.476 -2.933 2.980 -0.053 0.006 0.036
C 3.708 -4.134 3.638 0.013 -0.013 0.012
C 2.662 -5.005 3.931 -0.017 -0.003 -0.017
C 1.352 -4.703 3.573 0.049 -0.013 0.011
C 1.141 -3.506 2.921 0.001 -0.073 0.029
H 4.280 -2.244 2.757 -0.012 0.021 0.000
H 4.715 -4.400 3.932 0.002 0.013 -0.006
H 2.874 -5.933 4.446 -0.010 0.000 0.001
H 0.535 -5.374 3.798 -0.004 0.001 -0.003

***

20
Properties=species:S:1:pos:R:3:forces:R:3 method="wB97M-V/def2-TZVPD" orbital_gap_ev=9.18 multiplicity=1 e_above_lowest_kcal_mol=109.9 total_energy_ev=-22810.4820
C 1.790 -1.677 0.234 1.616 1.369 -0.757
C 0.546 -2.236 0.531 2.127 -1.559 -0.680
C 1.940 -0.267 0.181 -1.306 -1.985 -0.111
C -0.539 -1.460 0.761 -3.073 0.819 0.184
C 0.769 0.490 0.321 1.069 0.531 1.342
C -0.459 -0.070 0.639 -0.109 -1.161 -0.294
C 2.172 2.498 0.160 -2.584 -0.476 -0.645
C -2.104 0.484 -1.343 -1.385 1.061 0.703
N 0.957 1.894 0.323 4.329 -0.990 -1.124
O -3.064 -0.441 0.882 -0.650 0.046 0.565
S -2.163 0.659 0.494 1.446 -0.295 -1.086
H 2.709 -2.286 -0.074 -1.627 0.638 0.788
H 0.574 -3.321 0.434 -0.778 0.131 0.459
H 2.878 0.228 -0.026 -0.077 -0.030 0.023
H -1.638 -1.788 0.925 2.182 -0.112 -0.161
H 1.770 3.518 0.001 0.838 0.511 0.631
H -2.350 -0.538 -1.575 -0.454 -0.368 0.190
H -2.857 1.214 -1.688 0.276 -0.584 -0.252
H -1.160 0.663 -1.776 1.189 0.646 -0.266
H 0.228 2.435 0.596 -3.030 1.808 0.491

***

9
Properties=species:S:1:pos:R:3:forces:R:3 method="wB97M-V/def2-TZVPD" orbital_gap_ev=8.71 multiplicity=1 e_above_lowest_kcal_mol=106.7 total_energy_ev=-5584.3510
N -1.448 0.055 -1.382 0.710 0.947 0.242
N 1.089 0.074 1.255 0.069 -0.011 -0.037
C -0.051 -0.147 0.537 -0.450 0.225 -0.373
N -0.111 -0.019 -0.740 0.840 -0.767 0.701
H -1.249 -0.321 -2.313 0.129 0.074 0.163
H -0.378 0.927 -1.359 -1.220 -0.303 -0.608
H 1.953 0.135 0.738 -0.087 -0.018 0.016
H 1.158 -0.354 2.164 -0.050 0.041 -0.100
H -0.963 -0.350 1.099 0.059 -0.189 -0.004